[1]
36
Properties=species:S:1:pos:R:3 method="wB97M-V/def2-TZVPD" s2=2.0099 spin_multiplicity=3 e_above_lowest_kj_mol=0.0
W 0.728 -1.615 0.080
Sb 0.266 -2.849 -3.168
S 2.029 -4.069 -4.105
S -0.123 -3.765 -1.026
S -1.288 -2.403 -4.585
S 1.405 -0.992 -2.379
O 2.438 -2.389 0.141
O -0.158 -0.763 1.739
O -1.746 -0.972 3.362
O 2.390 -1.293 1.076
N -1.347 -0.916 -0.610
N 0.660 2.856 0.271
N 0.576 -3.064 1.872
N -0.625 -2.809 2.602
N -2.697 0.379 -1.964
N 0.913 0.502 -0.105
N -1.137 1.451 -0.592
C 1.657 3.075 1.279
C -1.703 0.242 -1.043
C 0.208 1.596 -0.151
C -0.948 -1.426 2.569
C -0.118 4.110 -0.033
H 1.496 2.373 2.087
H 0.311 4.794 -0.768
H -0.252 4.656 0.933
H 2.637 3.130 0.777
H 1.440 4.133 1.680
H -2.880 -0.449 -2.593
H -2.767 1.265 -2.394
H -0.715 -3.100 3.537
H 1.503 -2.990 2.341
H 0.537 -3.991 1.394
H 1.935 0.801 0.067
H -1.641 2.263 -0.862
H -1.845 -1.691 -1.139
H -1.140 3.920 -0.292



[2]
60
Properties=species:S:1:pos:R:3 method="wB97M-V/def2-TZVPD" s2=6.0430 spin_multiplicity=5 e_above_lowest_kj_mol=0.0 charge=+2
I -0.489 -0.757 2.790
Ru -0.051 -1.202 0.193
Br -1.964 -0.570 5.880
S 1.835 -1.135 -1.127
P -1.395 0.388 -0.901
F 3.738 -3.365 -0.812
F 3.428 1.198 -1.902
F 6.408 -3.293 -1.272
F 7.557 -0.974 -2.038
F 6.094 1.272 -2.354
O -0.889 -3.352 -0.294
C -2.684 -0.603 -1.717
C -0.115 -0.941 5.820
C -3.186 3.087 2.304
C -1.314 2.379 0.981
C 4.156 0.107 -1.751
C -0.474 2.694 -2.205
C -2.151 1.489 0.298
C 6.272 -1.012 -1.820
C -0.620 1.311 -2.240
C -3.405 -2.890 -2.155
C 0.575 -1.082 4.623
C 0.125 3.339 -3.278
C -2.530 -1.983 -1.548
C 3.537 -1.086 -1.349
C -1.420 -2.378 -0.726
C -3.703 -0.112 -2.509
C -0.179 0.576 -3.346
C 5.513 0.149 -1.982
C -3.501 1.386 0.634
C -4.580 -1.013 -3.110
C 1.923 -1.382 4.581
C 0.589 -1.088 7.007
C 0.574 2.611 -4.369
C -4.430 -2.385 -2.934
C -4.013 2.195 1.636
C 0.415 1.229 -4.408
C 2.609 -1.533 5.775
C 1.944 -1.378 6.982
C -1.839 3.182 1.976
C 5.675 -2.209 -1.424
C 4.318 -2.242 -1.192
H 0.238 4.414 -3.261
H 3.663 -1.771 5.755
H -0.261 2.435 0.725
H -0.334 -0.496 -3.381
H -5.060 2.123 1.898
H -5.120 -3.064 -3.417
H 2.480 -1.485 7.916
H 1.035 3.121 -5.205
H 0.062 -0.974 7.944
H 0.755 0.665 -5.266
H -0.840 3.262 -1.360
H 2.434 -1.498 3.635
H -3.812 0.955 -2.662
H -3.271 -3.955 -2.021
H -1.200 3.877 2.504
H -3.595 3.710 3.089
H -5.382 -0.629 -3.727
H -4.142 0.684 0.119



[3]
52
Properties=species:S:1:pos:R:3 method="wB97M-V/def2-TZVPD" charge=+3 total_energy_ha=-1193.37470
Zr 0.376 0.091 0.843
N -1.653 -0.170 1.651
N -0.651 1.712 -0.147
N 1.351 -1.496 1.881
N -0.338 -1.644 -0.455
C -2.229 3.696 -1.214
C -0.420 1.424 4.936
C -2.394 -0.993 0.619
C 0.896 -0.735 2.997
C -0.373 -1.073 5.146
C -1.697 -0.819 3.040
C 0.053 -3.824 -1.353
C -0.246 2.397 -1.250
C -2.250 1.217 1.656
C 0.429 -2.518 -1.138
C -1.150 -4.265 -0.819
C 0.103 1.693 3.732
C -2.656 2.994 -0.091
C -1.957 -3.370 -0.123
C 2.034 0.152 3.651
C -1.859 2.002 0.420
C -1.009 3.386 -1.810
C 0.951 0.844 2.841
C -1.532 -2.072 0.026
C 3.611 -0.590 1.933
C -0.356 -1.335 3.659
C -0.420 0.152 5.674
C 3.372 -0.048 3.152
C 2.552 -1.305 1.342
H 0.042 2.720 3.387
H 0.714 2.130 -1.675
H -3.335 1.152 1.734
H 0.692 -4.483 -1.924
H -0.490 0.239 6.752
H -1.466 -5.292 -0.956
H -2.141 -0.095 3.711
H -0.659 3.907 -2.690
H -3.304 -1.398 1.054
H -0.296 -2.405 3.487
H -2.686 -0.328 -0.191
H -3.611 3.215 0.370
H -2.378 -1.664 2.982
H -0.356 -1.938 5.800
H -2.853 4.479 -1.631
H 2.778 -1.938 0.486
H 1.363 -2.144 -1.537
H -0.863 2.265 5.460
H -2.917 -3.678 0.270
H 4.602 -0.653 1.505
H -1.889 1.732 2.539
H 1.942 0.325 4.713
H 4.195 0.237 3.801



[4]
132
Properties=species:S:1:pos:R:3 method="wB97M-V/def2-TZVPD" e_above_lowest_kj_mol=0.0 charge=-1
Nb 3.300 0.470 0.854
Br 5.542 1.907 -1.426
Br 5.180 1.270 3.779
Cl -2.454 0.180 0.405
S -1.670 -1.635 -0.133
O 0.034 -1.203 -5.517
O -8.572 3.931 -4.347
O 6.695 -2.990 0.057
O -6.877 5.942 -2.140
O -0.780 -1.470 -1.240
O 1.627 -1.381 -9.322
O 1.921 1.599 2.010
O 1.749 -0.425 7.705
O -2.813 -2.474 -0.403
O -5.037 -5.475 3.882
O 7.121 0.867 6.876
O -1.585 -5.142 1.990
O -3.844 0.886 -2.991
N 0.087 2.407 0.619
C 1.248 0.794 -10.348
C 6.918 -0.480 1.590
C 7.397 -4.224 -0.032
C 0.462 1.587 8.182
C 0.635 0.365 7.300
C -7.331 8.110 -3.157
C 4.617 2.253 0.321
C -4.520 -3.148 3.394
C -0.172 -1.350 2.267
C 3.435 4.259 1.391
C 0.937 1.985 1.284
C 4.574 -0.214 2.621
C 4.907 1.362 7.743
C -7.552 6.610 -3.209
C -8.395 2.859 -5.269
C -0.850 -2.341 1.297
C 2.093 -1.458 1.024
C -4.975 2.948 -2.361
C 5.731 -1.172 2.294
C 1.350 -1.560 2.374
C 6.306 0.854 8.042
C 0.963 -0.697 -10.376
C 3.785 3.524 0.080
C -0.658 -6.934 0.629
C -5.072 1.595 -3.045
C 7.632 -4.636 -1.475
C -5.229 -4.127 4.309
C -1.114 0.911 -5.160
C -1.056 -0.389 -5.938
C -8.614 1.511 -4.609
C -0.890 -6.389 2.025
H -2.432 -5.291 1.554
H 0.287 1.294 9.220
H -0.909 -0.196 -7.003
H -5.316 1.719 -4.101
H -0.396 -0.309 2.028
H -1.944 1.534 -5.497
H -1.604 -2.883 1.847
H -7.154 6.195 -4.132
H -7.390 2.914 -5.701
H 2.831 -2.267 0.962
H 2.269 0.895 -0.602
H 0.904 1.235 -9.410
H -7.226 6.285 -1.312
H 3.997 3.874 2.244
H -9.118 3.016 -6.069
H 2.375 4.198 1.639
H 3.662 5.323 1.296
H -4.866 -4.022 5.338
H 1.448 -1.592 0.153
H -1.608 -7.106 0.118
H 6.631 0.394 1.011
H 2.321 0.976 -10.420
H -6.303 -3.948 4.309
H 1.699 -0.809 3.088
H 6.274 -0.179 8.388
H 7.377 -1.183 0.891
H 3.897 -0.792 3.263
H -4.090 -5.646 3.891
H -4.193 3.551 -2.822
H 0.827 0.662 6.270
H -0.086 -1.390 -4.579
H -5.860 0.987 -2.581
H 5.847 -3.111 -0.384
H -1.457 -7.108 2.627
H 6.682 -4.766 -1.998
H 6.837 -5.004 0.498
H 0.749 1.307 -11.173
H -0.183 1.468 -5.275
H 7.676 -0.264 2.344
H -5.917 3.497 -2.420
H 8.188 -5.573 -1.531
H 1.534 -2.546 2.811
H 6.778 1.462 8.825
H 4.439 0.757 6.968
H 2.875 3.305 -0.482
H 4.278 1.335 8.635
H 8.346 -4.077 0.482
H -3.615 0.756 -2.066
H -0.109 -7.876 0.663
H -7.930 3.822 -3.636
H -7.834 8.608 -3.988
H -1.993 -0.945 -5.819
H 1.366 2.198 8.161
H -4.880 -3.254 2.370
H 6.070 -1.641 3.227
H -1.247 0.710 -4.096
H -0.380 2.196 7.849
H -3.446 -3.349 3.384
H -8.493 0.697 -5.325
H 5.432 2.451 1.016
H 0.058 -6.199 2.525
H -0.273 -0.249 7.314
H -4.677 -2.118 3.717
H 1.309 -1.012 -8.490
H 4.945 2.390 7.374
H -4.714 2.827 -1.307
H 8.192 -3.862 -2.002
H -6.266 8.339 -3.204
H 1.597 -0.712 8.610
H -0.132 -3.042 0.879
H 4.364 4.208 -0.547
H 7.162 1.772 6.555
H -0.116 -0.878 -10.308
H 5.290 -1.978 1.709
H -7.715 8.526 -2.222
H -7.901 1.364 -3.795
H -8.619 6.374 -3.166
H -9.615 1.456 -4.181
H -0.091 -6.220 0.031
H 4.355 -0.499 -0.246
H -0.579 -1.523 3.267
H 1.323 -1.136 -11.306